Computed, not measured: a molecular structure, C6H24BClMgO6S in a non-equilibrium geometry, with ωB97M-V/def2-TZVPD.

Total charge ... 0
Kohn-Sham gap ... 8.94 eV
E_HOMO ... -10.019 eV

Geometry as XYZ:
```
40
Properties=species:S:1:pos:R:3:forces:R:3:lowdin_charge:R:1
Mg -0.89193 1.67442 -2.51954 -2.3 0.2 -0.2 0.4924
Cl -2.80413 0.64172 -1.86744 0.0 0.2 -0.5 -0.0439
B 0.50381 1.25201 -1.14702 1.6 -0.2 1.5 -0.4142
H 1.00694 1.96852 -1.87698 1.2 1.8 -1.4 -0.0027
H 0.07277 0.47864 -1.84425 -0.1 -3.0 -0.5 -0.0328
H 1.25051 0.87641 -0.36311 0.7 -0.8 0.7 0.0405
H -0.33689 1.82144 -0.64257 -1.5 0.8 0.9 -0.0143
O -2.00273 -3.52059 -1.19950 -0.4 0.3 0.6 -0.2837
S -2.10503 -3.13966 0.17953 1.2 -0.5 -0.1 0.6192
O -3.35561 -2.79939 0.80587 0.8 0.1 -0.4 -0.2848
O -1.49907 -4.43941 0.96541 0.0 1.2 -0.4 -0.2776
C -1.33058 -4.29689 2.39860 -1.4 -0.7 -0.4 -0.2734
C -1.52873 -5.69650 2.94564 1.5 -0.6 0.5 -0.0728
C -0.79028 -1.89819 0.54650 -1.0 -0.6 0.5 -0.0967
H -2.15809 -3.68466 2.76583 0.3 0.3 0.1 0.1108
H -0.36395 -3.83798 2.59840 0.0 -0.2 0.2 0.1159
H -0.70663 -6.35140 2.63699 0.0 0.1 -0.3 0.0780
H -2.43072 -6.20500 2.61961 -0.3 0.5 0.1 0.0841
H -1.42021 -5.71289 4.03342 -0.5 0.2 0.0 0.0787
H 0.18763 -2.35073 0.40743 -0.1 -0.2 -0.2 0.0791
H -0.94884 -1.65250 1.59641 0.1 0.1 0.0 0.0545
H -0.89292 -0.99686 -0.04927 -0.3 -0.1 -0.2 0.0282
C -0.43209 4.62316 -2.74675 1.4 1.6 1.5 -0.0862
O -1.27979 3.58279 -2.26414 0.0 0.8 -0.9 -0.1710
H -0.95155 5.50754 -3.11322 -0.4 -0.5 -0.7 0.0979
H 0.13386 5.04302 -1.90127 -0.2 -0.2 0.2 0.1034
H 0.40370 4.29642 -3.36208 -0.7 -0.5 -0.6 0.0963
H -1.82120 3.95584 -1.55925 -0.2 -0.4 0.0 0.1366
C 0.47563 1.50197 2.71212 -1.1 0.1 -0.1 -0.1505
O 0.62038 2.58373 1.79656 0.6 -0.4 -0.4 -0.1363
H 0.52482 0.48338 2.31031 0.4 0.3 -0.6 0.0639
H 1.22121 1.55483 3.50367 -0.2 0.3 0.1 0.0767
H -0.56744 1.58866 3.04250 0.4 -0.2 0.8 0.0811
H 0.60853 2.21849 0.90131 0.0 0.1 0.3 -0.0026
C 4.20867 1.96501 -2.24585 -0.1 -0.4 0.2 -0.1610
O 3.48736 0.96616 -1.53715 0.1 0.3 0.0 -0.1473
H 4.56415 2.74279 -1.56627 -0.1 0.3 -0.2 0.0771
H 5.09204 1.51880 -2.70087 -0.1 -0.2 0.0 0.0757
H 3.58344 2.35384 -3.05526 0.1 0.4 0.0 0.0686
H 2.67293 1.38304 -1.20433 0.5 -0.4 -0.2 -0.0070
```
Forces are in eV/Å.

=====

Computed, not measured: a molecular structure, C6H24KNO9 in a non-equilibrium geometry, with ωB97M-V/def2-TZVPD.

Multiplicity ... 2
Total charge ... +1
Expectation value of S² ... 0.75
Kohn-Sham gap (alpha / beta) ... 8.93 / 3.30 eV
E_HOMO (alpha / beta) ... -12.225 / -12.224 eV

Geometry as XYZ:
```
41
Properties=species:S:1:pos:R:3:forces:R:3:lowdin_charge:R:1
K -2.69114 -3.29909 -4.38642 -0.2 -0.3 0.2 0.9523
N -4.91206 -6.15176 -3.79252 -2.7 0.1 2.8 -0.5809
O -4.79272 -5.11007 -4.39186 0.3 2.3 -1.6 -0.0592
O -4.04218 -6.99489 -3.84925 3.1 -2.9 -0.5 -0.0515
O -5.86086 -6.36483 -3.02802 0.0 0.1 -0.2 0.0403
O -1.52298 -5.85036 -3.18636 0.3 0.5 -0.1 -0.0698
H -1.27634 -6.03216 -2.27952 0.3 0.2 0.3 0.0469
H -2.40863 -6.20381 -3.26966 -0.7 -0.4 -0.4 -0.0268
O -3.03082 -8.16718 -6.36520 0.3 -0.3 0.0 -0.0479
H -3.82966 -8.50484 -6.77026 -0.2 -0.1 -0.3 0.0401
H -3.34104 -7.58912 -5.66818 -0.2 0.3 0.3 -0.0213
O -8.42467 -5.98245 -3.92240 -0.6 -0.1 0.3 -0.0626
H -7.54834 -6.19473 -3.60114 0.1 0.0 0.2 -0.0397
H -8.28196 -5.65527 -4.81056 -0.1 0.2 -0.4 -0.0125
O -7.11197 -5.07880 -6.28093 -0.2 -0.2 -0.3 -0.0346
H -6.35808 -5.19104 -5.70189 0.3 0.1 0.2 -0.0075
H -6.91838 -4.28232 -6.77529 -0.1 0.2 -0.2 0.0513
C -7.50621 -1.38638 -2.19434 -1.0 1.4 -1.4 -0.0744
C -6.67788 -2.10657 -1.20442 -1.9 0.3 1.7 -0.5371
C -7.59062 -2.82668 -0.19275 -0.1 0.5 1.2 -0.0471
O -5.91500 -3.08067 -1.78701 2.3 -1.0 -1.2 -0.0487
H -6.96296 -0.79659 -2.93268 0.7 -0.6 -0.3 0.0764
H -8.11336 -0.55997 -1.82484 -0.3 -0.4 0.8 0.0883
H -8.17578 -2.07253 -2.71297 -0.1 0.0 -0.1 0.0927
H -6.04869 -1.35686 -0.72465 0.4 -0.4 0.3 0.1423
H -8.13226 -3.68134 -0.59807 0.1 0.1 -0.5 0.0849
H -8.33244 -2.18012 0.27601 -0.1 0.3 -0.3 0.0788
H -7.04006 -3.20864 0.66696 0.4 -0.1 -0.2 0.0740
H -6.47551 -3.61722 -2.35229 -0.2 -0.2 -0.1 0.0804
C -2.36597 -9.74269 -0.63012 0.4 -0.3 -0.6 -0.0077
C -2.70132 -9.33547 -2.05927 -0.8 0.2 2.8 -0.3699
C -2.28299 -10.35735 -3.18474 -0.7 0.8 -0.5 0.0856
O -4.09733 -9.24137 -2.06115 1.0 -0.8 0.4 0.2668
H -1.28637 -9.73541 -0.48006 0.0 -0.4 -0.1 0.1033
H -2.79205 -10.74033 -0.52402 0.2 0.0 0.6 0.1024
H -2.77052 -9.04996 0.10783 -0.3 -0.1 -0.2 0.1018
H -2.30150 -8.33724 -2.23755 0.1 0.3 -1.0 0.1547
H -2.51061 -11.35555 -2.81072 0.3 0.1 -0.1 0.1099
H -1.24821 -10.12084 -3.43253 0.0 -0.3 0.2 0.1196
H -2.91397 -10.09178 -4.03294 0.3 -0.4 -0.4 0.0891
H -4.41051 -8.79528 -2.85142 -0.6 1.3 -1.4 0.1174
```
Forces are in eV/Å.

=====

Computed, not measured: 6 unconnected molecules or ions with the total composition C6H24N12O6 in a non-equilibrium geometry, with ωB97M-V/def2-TZVPD.

Total charge ... 0
Energy relative to the best compared isomer or geometry (same formula, charge and spin) ... 5.0542 eV
Kohn-Sham gap ... 9.48 eV
Structure (SMILES) ... NC(N)=O.NC(N)=O.NC(N)=O.NC(N)=O.NC(N)=O.NC(N)=O
E_HOMO ... -9.623 eV

Geometry as XYZ:
```
48
Properties=species:S:1:pos:R:3:forces:R:3:lowdin_charge:R:1
C -6.04919 -4.18771 2.79470 0.0 -2.7 0.2 -0.8130
O -6.73518 -5.17019 2.85137 -2.8 -1.1 0.1 0.0474
N -4.78865 -4.37304 2.51964 4.8 0.0 -1.1 0.1430
N -6.34516 -2.93783 3.01986 -1.4 3.1 0.5 0.1681
H -4.46193 -5.29670 2.27428 -0.2 0.3 0.3 0.1198
H -4.10382 -3.65654 2.71390 0.1 -0.3 -0.2 0.1047
H -7.32509 -2.70523 2.94413 0.3 0.4 0.1 0.1228
H -5.61476 -2.30834 2.71925 -0.8 0.5 0.0 0.1073
C 7.55661 -0.40714 -0.92015 -4.9 0.5 -1.9 -0.7883
O 6.43678 0.09969 -0.98624 -0.1 1.4 0.8 -0.0022
N 7.66335 -1.62485 -0.49619 1.5 -3.3 1.9 0.1572
N 8.57865 0.01547 -1.59336 3.7 2.5 -1.8 0.1633
H 8.58576 -1.99318 -0.67950 -0.6 -1.1 0.5 0.1066
H 6.81007 -2.15853 -0.41134 0.5 -0.1 0.1 0.1274
H 9.33566 -0.59039 -1.87615 -0.2 0.3 0.2 0.1125
H 8.50696 0.91413 -2.04875 0.0 -0.2 0.1 0.1234
C -0.73770 -3.48512 -5.02817 -6.3 0.1 -0.7 -0.8012
O -1.56013 -2.79115 -5.59981 0.1 0.8 -0.8 0.0322
N -1.08309 -4.65778 -4.50716 0.6 -3.4 1.4 0.1480
N 0.45537 -3.17472 -4.74156 6.4 2.3 0.7 0.1635
H -0.26898 -5.18432 -4.22416 -0.6 -0.5 0.2 0.0931
H -1.98311 -5.03665 -4.24923 0.1 0.7 -0.6 0.1174
H 0.85137 -2.34918 -5.16791 -0.1 -0.1 0.2 0.1290
H 0.95648 -3.58706 -3.96764 -0.1 0.2 -0.4 0.1180
C -4.69302 3.93764 5.66013 -1.8 3.3 -0.7 -0.8430
O -5.08182 5.03479 5.98319 -0.7 1.6 0.8 0.0418
N -5.17067 3.31088 4.62397 -3.0 -1.7 -4.5 0.1506
N -3.77945 3.28941 6.24047 4.8 -3.3 3.4 0.1744
H -4.71674 2.62282 4.04033 0.3 0.1 0.6 0.1099
H -5.91630 3.78774 4.13742 0.2 0.0 0.2 0.1157
H -3.39774 3.63323 7.11005 0.0 -0.2 -0.3 0.1310
H -3.66551 2.32162 5.97498 0.3 0.2 0.5 0.1197
C 1.66966 4.94175 -4.83226 -1.6 0.5 0.5 -0.7968
O 1.45091 5.28911 -5.95252 -1.1 0.7 -2.2 0.0631
N 2.85147 4.58576 -4.44130 4.4 -1.8 1.3 0.1526
N 0.75160 4.90363 -3.84909 -3.2 0.2 0.8 0.1460
H 3.47810 4.36085 -5.20081 0.1 0.2 0.2 0.1194
H 2.90169 3.95394 -3.65493 0.2 0.1 -0.1 0.1072
H 0.78195 4.80197 -2.84468 0.9 -0.1 -0.4 0.1031
H -0.19085 5.07753 -4.16790 0.2 0.1 0.0 0.1055
C 0.53036 -0.02691 2.29214 -1.4 -1.1 -0.1 -0.7852
O -0.45436 -0.30779 2.94300 -0.8 -0.2 0.1 0.0337
N 0.84299 -0.44825 1.07143 -1.2 -2.0 -2.8 0.1416
N 1.50873 0.72113 2.66407 3.5 3.4 2.9 0.1529
H 0.11504 -0.96040 0.59407 0.5 0.1 -0.3 0.1143
H 1.64242 -0.05958 0.59188 -0.6 -0.4 -0.3 0.1042
H 1.53317 1.09893 3.60044 0.1 -0.1 -0.3 0.1265
H 2.32808 0.77656 2.07612 -0.1 0.3 0.7 0.1118
```
Forces are in eV/Å.

=====

Computed, not measured: 6 unconnected molecules or ions with the total composition C6H24N6O6 in a non-equilibrium geometry, with ωB97M-V/def2-TZVPD.

Total charge ... 0
Energy relative to the best compared isomer or geometry (same formula, charge and spin) ... 7.5202 eV
Kohn-Sham gap ... 7.79 eV
Structure (SMILES) ... NC(N)=O.NC(N)=O.NC(N)=O.CO.CO.CO
E_HOMO ... -7.890 eV

Geometry as XYZ:
```
42
Properties=species:S:1:pos:R:3:forces:R:3:lowdin_charge:R:1
C -0.69731 -2.00252 -2.33838 -0.7 3.3 -4.9 -0.5954
O -1.31931 -1.31252 -3.40038 2.6 -3.8 5.5 -0.1820
N -0.35131 -1.44952 -1.18938 -1.8 4.3 1.9 0.1380
N -0.11131 -3.19252 -2.45638 0.2 -4.5 -3.7 0.0805
H -0.69131 -0.45852 -1.04638 0.3 -1.6 -0.5 0.0840
H 0.25269 -1.70352 -0.38538 -1.1 -0.5 -1.9 0.0437
H -0.10431 -3.65852 -3.46538 -0.3 1.6 3.1 0.1614
H 0.57769 -3.63752 -1.75338 -2.0 1.8 -2.1 0.0459
C 2.26369 -2.47552 -0.53138 4.4 5.2 -3.0 -0.5174
O 3.07569 -1.47652 -1.13938 -4.6 -6.0 3.8 -0.1096
N 2.04769 -3.68052 -1.07338 2.6 -4.4 -1.3 0.0730
N 1.46869 -2.34852 0.51862 0.7 0.7 2.0 0.1276
H 2.76669 -4.03652 -1.75238 -1.1 0.9 0.8 0.1611
H 1.64769 -4.50452 -0.53138 1.0 1.8 -0.5 0.1584
H 1.46369 -1.54152 1.12462 0.2 0.8 0.1 0.0740
H 0.97069 -3.13852 0.85962 -0.1 -0.5 0.2 0.1204
C -2.49431 -0.30852 2.66262 2.4 5.1 -0.9 -0.6724
O -1.84031 0.83348 2.38662 -2.1 -4.5 1.5 -0.0845
N -2.49631 -0.94352 3.80562 3.1 1.3 5.3 0.1345
N -3.25931 -0.89152 1.81162 -4.2 -1.8 -3.8 0.1554
H -1.85431 -0.37552 4.49262 -2.0 -2.1 -1.3 0.1796
H -3.10931 -1.72252 4.12162 1.0 1.3 -0.6 0.1343
H -3.57931 -0.32352 0.98362 0.5 -1.3 1.2 0.1588
H -3.88631 -1.68252 2.18762 1.3 2.0 -1.5 0.1610
C -1.17331 2.30948 -0.38038 2.0 0.5 -1.5 -0.1099
O -1.39731 0.89648 -0.27038 1.0 1.8 -2.6 -0.1427
H -1.87031 2.83448 -1.05138 0.0 -0.5 0.1 0.0838
H -0.11131 2.51848 -0.82138 -2.0 -0.6 0.9 0.0789
H -1.22731 2.77048 0.60162 0.0 0.1 0.2 0.0779
H -1.82531 0.86348 0.53762 -1.2 -0.7 3.0 -0.0376
C 1.95969 0.94548 0.73862 1.5 0.6 -2.2 -0.1549
O 1.23569 0.08948 1.58562 1.5 -1.0 0.1 -0.1220
H 1.55469 1.03848 -0.29338 -0.3 -0.4 0.6 0.0737
H 3.03569 0.62848 0.47562 -1.7 0.0 1.2 0.1091
H 1.95069 1.94548 1.13562 0.3 0.5 0.4 0.0701
H 0.39369 0.46048 1.77062 -1.5 0.7 0.2 0.0423
C 1.34869 4.58248 -1.43538 4.7 1.8 1.1 -0.2598
O 0.09269 4.97248 -1.68338 -3.1 1.5 2.1 -0.0973
H 2.02469 5.29648 -1.94538 0.3 -0.9 -0.7 0.0859
H 1.57769 3.56648 -1.61638 0.2 -1.1 -0.5 0.0561
H 1.73869 4.84348 -0.40638 -0.9 -0.8 -0.3 0.0976
H -0.04831 5.46948 -0.83338 -1.1 -0.4 -1.7 0.1184
```
Forces are in eV/Å.

=====

no.,DFT total energy (eV)
1,-48373.49708
2,-42842.26943
3,-36779.72121
4,-27832.75944